C42H44BrNO6 | ωB97M-V/def2-TZVPD

HOMO: -0.35534 Eh
SMILES: O=C1c2ccccc2C(=O)c2ccccc21.O=C1c2ccccc2C(=O)c2ccccc21.CCCCCCCCCCCCCN(Br)C(=O)O
Frontier orbital gap: 0.3220 hartree
LUMO level: -0.908 eV

Last columns: bonded neighbours and bond lengths (Å).
Geometry (Å):
1 O -7.01 -1.02 -2.09  C2 1.215
2 C -6.82 -2.17 -2.42  O1 1.215, C3 1.488, C16 1.486
3 C -7.05 -2.61 -3.82  C2 1.488, C4 1.389, C8 1.397
4 C -7.47 -1.69 -4.76  C3 1.389, C5 1.384, H17 1.082
5 C -7.66 -2.07 -6.08  C4 1.384, C6 1.391, H18 1.082
6 C -7.42 -3.39 -6.46  C5 1.391, C7 1.384, H19 1.082
7 C -7.02 -4.32 -5.52  C6 1.384, C8 1.389, H20 1.082
8 C -6.84 -3.94 -4.19  C3 1.397, C7 1.389, C9 1.490
9 C -6.42 -4.96 -3.19  C8 1.490, O10 1.214, C11 1.488
10 O -6.29 -6.12 -3.51  C9 1.214
11 C -6.17 -4.51 -1.79  C9 1.488, C12 1.389, C16 1.398
12 C -5.74 -5.44 -0.85  C11 1.389, C13 1.386, H21 1.082
13 C -5.46 -5.03 0.45  C12 1.386, C14 1.392, H22 1.083
14 C -5.62 -3.69 0.80  C13 1.392, C15 1.383, H23 1.080
15 C -6.06 -2.77 -0.13  C14 1.383, C16 1.388, H24 1.081
16 C -6.34 -3.18 -1.43  C2 1.486, C11 1.398, C15 1.388
17 H -7.65 -0.66 -4.47  C4 1.082
18 H -7.98 -1.35 -6.81  C5 1.082
19 H -7.56 -3.69 -7.49  C6 1.082
20 H -6.84 -5.35 -5.81  C7 1.082
21 H -5.61 -6.48 -1.13  C12 1.082
22 H -5.12 -5.75 1.18  C13 1.083
23 H -5.40 -3.37 1.81  C14 1.080
24 H -6.18 -1.73 0.15  C15 1.081
25 O -1.92 5.95 -2.41  C26 1.214
26 C -1.80 4.77 -2.69  O25 1.214, C27 1.490, C40 1.488
27 C -0.57 4.27 -3.37  C26 1.490, C28 1.389, C32 1.396
28 C 0.45 5.15 -3.66  C27 1.389, C29 1.384, H41 1.082
29 C 1.62 4.69 -4.26  C28 1.384, C30 1.391, H42 1.082
30 C 1.76 3.34 -4.56  C29 1.391, C31 1.384, H43 1.082
31 C 0.73 2.46 -4.28  C30 1.384, C32 1.389, H44 1.082
32 C -0.44 2.91 -3.69  C27 1.396, C31 1.389, C33 1.490
33 C -1.54 1.95 -3.41  C32 1.490, O34 1.214, C35 1.488
34 O -1.45 0.79 -3.74  C33 1.214
35 C -2.76 2.45 -2.72  C33 1.488, C36 1.389, C40 1.397
36 C -3.78 1.56 -2.42  C35 1.389, C37 1.385, H45 1.082
37 C -4.91 2.01 -1.74  C36 1.385, C38 1.392, H46 1.083
38 C -5.01 3.34 -1.36  C37 1.392, C39 1.385, H47 1.082
39 C -4.00 4.24 -1.67  C38 1.385, C40 1.389, H48 1.082
40 C -2.87 3.80 -2.35  C26 1.488, C35 1.397, C39 1.389
41 H 0.35 6.20 -3.42  C28 1.082
42 H 2.42 5.39 -4.49  C29 1.082
43 H 2.67 2.98 -5.02  C30 1.082
44 H 0.84 1.41 -4.52  C31 1.082
45 H -3.70 0.53 -2.71  C36 1.082
46 H -5.70 1.31 -1.50  C37 1.083
47 H -5.89 3.68 -0.82  C38 1.082
48 H -4.08 5.27 -1.38  C39 1.082
49 C 11.54 -0.91 3.21  C50 1.549, H67 1.081, H68 1.088, H69 1.087
50 C 10.43 -0.98 2.13  C49 1.549, C51 1.549, H70 1.085, H71 1.087
51 C 9.70 0.39 2.06  C50 1.549, C52 1.523, H72 1.091, H73 1.091
52 C 8.68 0.52 3.18  C51 1.523, C53 1.545, H74 1.089, H75 1.088
53 C 7.38 -0.26 2.91  C52 1.545, C54 1.547, H76 1.088, H77 1.091
54 C 6.22 0.30 3.77  C53 1.547, C55 1.531, H78 1.092, H79 1.084
55 C 5.43 1.30 2.92  C54 1.531, C56 1.538, H80 1.091, H81 1.090
56 C 4.22 1.89 3.66  C55 1.538, C57 1.548, H82 1.086, H83 1.088
57 C 3.16 0.78 3.85  C56 1.548, C58 1.547, H84 1.088, H85 1.087
58 C 1.70 1.28 3.78  C57 1.547, C59 1.531, H86 1.089, H87 1.087
59 C 0.95 0.47 2.72  C58 1.531, C60 1.549, H88 1.089, H89 1.086
60 C -0.51 0.94 2.54  C59 1.549, C61 1.543, H90 1.084, H91 1.085
61 C -1.44 -0.25 2.22  C60 1.543, N62 1.477, H92 1.081, H93 1.087
62 N -2.29 -0.61 3.37  C61 1.477, Br63 1.893, C64 1.397
63 Br -1.24 -1.24 4.81  N62 1.893
64 C -3.23 -1.58 3.02  N62 1.397, O65 1.155, O66 1.377
65 O -3.69 -1.64 1.96  C64 1.155
66 O -3.65 -2.46 4.00  C64 1.377, H94 0.970
67 H 11.34 -0.09 3.89  C49 1.081
68 H 11.57 -1.86 3.75  C49 1.088
69 H 12.50 -0.79 2.72  C49 1.087
70 H 10.82 -1.25 1.15  C50 1.085
71 H 9.68 -1.70 2.42  C50 1.087
72 H 10.47 1.16 2.18  C51 1.091
73 H 9.26 0.55 1.08  C51 1.091
74 H 9.13 0.11 4.08  C52 1.089
75 H 8.39 1.55 3.36  C52 1.088
76 H 7.57 -1.31 3.11  C53 1.088
77 H 7.12 -0.12 1.86  C53 1.091
78 H 6.69 0.88 4.57  C54 1.092
79 H 5.59 -0.49 4.17  C54 1.084
80 H 6.08 2.10 2.57  C55 1.091
81 H 5.08 0.77 2.04  C55 1.090
82 H 4.53 2.32 4.61  C56 1.086
83 H 3.78 2.62 2.99  C56 1.088
84 H 3.31 0.07 3.04  C57 1.088
85 H 3.33 0.20 4.76  C57 1.087
86 H 1.21 1.10 4.74  C58 1.089
87 H 1.65 2.35 3.56  C58 1.087
88 H 1.50 0.61 1.79  C59 1.089
89 H 0.98 -0.59 2.97  C59 1.086
90 H -0.52 1.56 1.65  C60 1.084
91 H -0.88 1.47 3.41  C60 1.085
92 H -2.13 0.09 1.46  C61 1.081
93 H -0.87 -1.11 1.87  C61 1.087
94 H -3.18 -3.28 3.81  O66 0.970